Entry 1:
A structure of composition C26H40N9O3SSeTi in a non-equilibrium geometry. Source: the Open Molecules 2025 dataset; level of theory: wB97M-V/def2-TZVPD.

Last column: Mulliken charge in e.
Atoms and positions in Å:
1 Ti -0.7637 -0.6144 -0.4595  -0.27
2 O -2.4521 -2.4594 2.3916  -0.69
3 C -1.7842 -2.6898 1.4006  -0.03
4 O -1.8592 -1.9392 0.3208  -0.49
5 C -0.8490 -3.8559 1.3113  0.60
6 C -1.2402 -4.9929 2.0185  -0.57
7 C -0.4723 -6.1382 2.0308  -0.66
8 C 0.7324 -6.1344 1.3333  -0.64
9 C 1.1380 -5.0069 0.6526  -0.94
10 C 0.3678 -3.8346 0.6168  0.90
11 S 1.0616 -2.4729 -0.2792  -0.32
12 H -2.1695 -4.9508 2.5683  0.46
13 H -0.7971 -7.0112 2.5766  0.39
14 H 1.3621 -7.0138 1.3211  0.39
15 H 2.0832 -5.0096 0.1275  0.44
16 C -1.1222 -2.8383 -2.8979  -1.05
17 N 0.1933 -2.4872 -3.3977  0.15
18 C 1.1243 -3.5173 -3.8078  -0.52
19 C 2.2748 -2.6741 -4.3421  -0.74
20 N 2.1297 -1.4321 -3.5862  0.15
21 C 3.0036 -0.3517 -3.9908  -0.96
22 C 0.8428 -1.3479 -3.1071  -0.20
23 N 0.2562 -0.3902 -2.4397  0.67
24 C 0.8192 0.9532 -2.4892  -1.05
25 C -0.2100 1.9761 -2.0418  -1.23
26 N -0.7829 1.6311 -0.7397  1.55
27 C -1.3540 2.5717 -0.0486  -1.29
28 N -1.3130 3.9330 -0.2240  0.37
29 C -0.5340 4.7444 -1.1314  -1.23
30 C -1.8752 4.6214 0.9233  -0.80
31 C -2.6974 3.5383 1.5929  -0.68
32 N -2.1008 2.3116 1.0883  0.82
33 C -2.9648 1.1379 1.1762  -1.05
34 H -1.4295 -3.7432 -3.4267  0.41
35 H -1.8344 -2.0405 -3.0987  0.35
36 H -1.1009 -3.0549 -1.8149  0.34
37 H 0.6728 -4.1603 -4.5662  0.42
38 H 1.4254 -4.1226 -2.9441  0.17
39 H 2.1878 -2.4851 -5.4206  0.36
40 H 3.2501 -3.1216 -4.1417  0.42
41 H 3.9422 -0.8149 -4.2924  0.37
42 H 3.2281 0.3308 -3.1765  0.24
43 H 2.6124 0.2085 -4.8446  0.34
44 H 1.1102 1.2643 -3.5048  0.56
45 H 1.7172 1.0437 -1.8599  -0.01
46 H -1.0202 2.0627 -2.7808  0.30
47 H 0.3347 2.9274 -2.0134  0.32
48 H -0.7222 4.4999 -2.1735  0.44
49 H 0.5406 4.7042 -0.9327  0.33
50 H -0.8619 5.7720 -0.9795  0.39
51 H -2.4911 5.4602 0.5880  0.46
52 H -1.0863 5.0184 1.5775  0.29
53 H -3.7504 3.5928 1.2877  0.47
54 H -2.6507 3.5844 2.6840  0.29
55 H -3.8343 1.4142 1.7788  0.56
56 H -2.5010 0.2776 1.6478  0.19
57 H -3.3351 0.8518 0.1930  0.08
58 Se -4.1640 2.0198 -2.5484  -0.31
59 C -3.2804 0.4907 -2.0831  0.15
60 N -2.5878 -0.3786 -1.7420  -0.46
61 C 2.4714 1.4012 0.6254  -1.09
62 N 1.4703 1.8103 1.6002  0.82
63 C 1.8621 2.9149 2.4622  -0.67
64 C 2.1778 2.3907 3.8502  -0.57
65 C 0.9167 1.7437 4.3837  -0.71
66 N 0.3355 0.8170 3.4175  0.35
67 C -0.6024 -0.1286 4.0034  -0.99
68 C 0.6096 0.8420 2.0880  0.02
69 O 0.1256 -0.0272 1.3012  0.43
70 H 3.4275 1.2309 1.1337  0.52
71 H 2.6115 2.1822 -0.1229  0.29
72 H 2.1801 0.4697 0.1369  0.03
73 H 1.0413 3.6402 2.5124  0.04
74 H 2.7005 3.4227 1.9825  0.42
75 H 2.4881 3.1891 4.5258  0.38
76 H 2.9925 1.6654 3.7935  0.29
77 H 0.1662 2.5106 4.6216  0.30
78 H 1.0991 1.1730 5.3004  0.40
79 H -0.1125 -0.5954 4.8591  0.40
80 H -0.8849 -0.9091 3.2951  0.13
81 H -1.4950 0.3990 4.3502  0.27

Results
Frontier orbital gap (alpha / beta) in eV: 6.89 / 7.11
E_HOMO (alpha / beta) in eV: -6.673 / -6.901
Calculated total energy in eV: -146465.813
E_LUMO (alpha / beta) in eV: 0.215 / 0.214
⟨S²⟩: 0.7530
Spin multiplicity: 2

***

Entry 2:
A structure of composition C19H25ClFeIO2Sb in a non-equilibrium geometry. Source: the Open Molecules 2025 dataset; level of theory: wB97M-V/def2-TZVPD.

Last column: Mulliken charge in e.
Atoms and positions in Å:
1 Fe 0.0592 -0.1022 -0.0507  -0.08
2 I 0.2338 0.1466 2.6865  0.07
3 C 2.2977 0.0510 2.5854  0.59
4 C 2.9958 0.1138 3.7538  -0.78
5 C 4.4104 0.0705 3.7088  -0.39
6 C 5.0494 -0.0282 2.5107  -0.93
7 C 4.3216 -0.0957 1.2941  1.00
8 C 4.9966 -0.1974 0.0517  -0.77
9 C 4.2835 -0.2712 -1.1058  -0.88
10 C 2.8672 -0.2523 -1.0771  0.23
11 C 2.1376 -0.1495 0.0845  -1.19
12 C 2.8989 -0.0664 1.2965  1.20
13 H 2.4829 0.2026 4.7015  0.38
14 H 4.9745 0.1210 4.6320  0.36
15 H 6.1329 -0.0556 2.4682  0.33
16 H 6.0812 -0.2068 0.0438  0.32
17 H 4.8022 -0.3407 -2.0556  0.38
18 H 2.3428 -0.3143 -2.0267  0.35
19 C -0.1016 -4.8260 -0.1090  -1.21
20 C -1.2181 -4.1254 -0.8836  -0.81
21 Sb -1.5445 -2.1571 -0.1307  0.78
22 C -3.2774 -1.6101 -1.2479  -0.78
23 C -4.1609 -2.7474 -1.7526  -1.13
24 C -2.4519 -2.7277 1.7420  -0.89
25 C -3.4054 -3.9187 1.7682  -1.03
26 H 0.0992 -5.8255 -0.5029  0.36
27 H -0.3597 -4.9384 0.9475  0.30
28 H 0.8313 -4.2605 -0.1521  0.29
29 H -2.1586 -4.6741 -0.8168  0.40
30 H -0.9656 -4.0339 -1.9421  0.49
31 H -2.8993 -1.0085 -2.0744  0.37
32 H -3.8279 -0.9181 -0.6064  0.43
33 H -3.5968 -3.4660 -2.3507  0.27
34 H -4.9599 -2.3584 -2.3896  0.40
35 H -4.6339 -3.3031 -0.9427  0.19
36 H -2.9506 -1.8197 2.0921  0.49
37 H -1.6124 -2.8901 2.4220  0.42
38 H -4.3134 -3.7234 1.1970  0.20
39 H -3.7152 -4.1621 2.7887  0.39
40 H -2.9465 -4.8188 1.3519  0.23
41 Cl -1.7004 4.8466 -1.4026  -0.62
42 C -2.9878 2.6872 -1.0518  -1.27
43 C -1.9763 1.6994 -0.9843  1.08
44 O -1.6601 1.1193 -2.1345  -0.38
45 O -1.3938 1.3597 0.0839  -0.62
46 H -3.5098 2.8353 -1.9812  0.34
47 H -3.3913 3.0750 -0.1329  0.34
48 C -0.4167 0.3399 -2.0743  -1.04
49 H 0.3881 1.0590 -2.2902  0.57
50 H -0.4735 -0.3381 -2.9288  0.23

Results
Frontier orbital gap (alpha / beta) in eV: 5.85 / 7.37
E_HOMO (alpha / beta) in eV: -3.525 / -5.078
Net charge: -1
Calculated total energy in eV: -85750.268
E_LUMO (alpha / beta) in eV: 2.323 / 2.287
⟨S²⟩: 8.7780
ΔE to the lowest compared entry with this formula, charge and spin in kcal per mole: 12.2
Spin multiplicity: 6

***

Entry 3:
A cluster of 6 separate species, C30H56N2O15S5 in total in a non-equilibrium geometry. Source: the Open Molecules 2025 dataset; level of theory: wB97M-V/def2-TZVPD.

Last column: Mulliken charge in e.
Atoms and positions in Å:
1 C 8.9224 -3.0971 -0.7558  -0.56
2 C 10.0390 -2.6984 -1.7371  -0.09
3 O 11.3041 -2.8139 -1.0696  -0.56
4 C 9.8964 -1.2619 -2.2522  -0.11
5 N 10.3435 -0.2678 -1.2924  -0.21
6 C 9.6984 1.0352 -1.4261  -0.99
7 C 8.8126 1.4414 -0.2381  -0.39
8 O 7.7795 0.5124 0.1025  -0.48
9 C 6.8778 0.3067 -0.9126  0.79
10 C 5.9722 -0.9310 -0.6792  -1.01
11 C 5.1034 -0.7493 -1.9601  0.13
12 N 5.7095 -1.5223 -3.0582  -0.13
13 C 5.9500 -0.8532 -4.0579  0.67
14 O 6.3731 -0.1171 -4.8627  -0.50
15 O 4.9694 0.6474 -2.1292  -0.45
16 C 5.7331 1.3022 -1.1514  0.28
17 O 5.4895 2.3688 -0.7101  -0.51
18 H 8.7487 -2.2616 -0.0663  0.24
19 H 8.0185 -3.3430 -1.3239  -0.26
20 H 9.1756 -3.9764 -0.1521  0.51
21 H 10.0271 -3.4242 -2.5609  0.36
22 H 11.2315 -3.5453 -0.4530  0.34
23 H 8.8494 -1.1519 -2.5824  -0.12
24 H 10.5127 -1.2133 -3.1620  0.37
25 H 10.3124 -0.6160 -0.3440  0.31
26 H 9.1363 1.1221 -2.3619  0.39
27 H 10.4961 1.7920 -1.4862  0.42
28 H 9.3855 1.6233 0.6738  0.39
29 H 8.3341 2.4018 -0.4936  0.27
30 H 7.2512 0.1248 -1.9306  -0.07
31 H 5.2804 -0.7096 0.1413  0.34
32 H 6.4881 -1.8791 -0.5924  0.25
33 H 4.1629 -1.2595 -1.7341  0.40
34 O 0.2852 0.7438 0.5512  -0.68
35 S 0.6183 2.0728 1.0112  1.34
36 O 0.5270 2.4365 2.4033  -0.71
37 C 2.2430 2.4978 0.3971  -0.49
38 C 1.9788 3.1302 -0.9640  -0.51
39 C 0.7682 4.0517 -0.7677  -0.89
40 C -0.2849 3.2639 0.0206  -0.48
41 H 2.8616 1.6051 0.3442  0.08
42 H 2.6810 3.2174 1.0882  0.31
43 H 2.8500 3.6743 -1.3254  0.36
44 H 1.7376 2.3547 -1.6953  0.28
45 H 1.0706 4.9334 -0.1981  0.34
46 H 0.3668 4.3993 -1.7190  0.37
47 H -0.8667 3.9049 0.6776  0.37
48 H -0.9509 2.7116 -0.6395  0.30
49 O -3.5671 3.3071 0.8201  -0.63
50 S -4.5337 2.2348 0.8257  1.27
51 O -5.5337 2.0996 -0.2120  -0.74
52 C -3.6628 0.6825 0.9944  -0.74
53 C -3.5587 0.4722 2.5016  -0.81
54 C -4.9306 0.8631 3.0696  -0.41
55 C -5.3336 2.1931 2.4266  -0.14
56 H -2.6956 0.7439 0.4973  0.39
57 H -4.2757 -0.0905 0.5306  0.33
58 H -3.2979 -0.5575 2.7427  0.38
59 H -2.7843 1.1221 2.9178  0.29
60 H -5.6542 0.1095 2.8128  0.11
61 H -4.9101 0.9453 4.1533  0.40
62 H -6.4105 2.2638 2.2924  -0.02
63 H -4.9758 3.0462 3.0014  0.36
64 O -7.8944 1.1581 4.3114  -0.65
65 S -7.8728 -0.2799 4.4014  1.35
66 O -6.6866 -1.0529 4.1361  -0.74
67 C -8.5169 -0.7717 5.9953  -0.87
68 C -10.0201 -0.9025 5.7681  -0.58
69 C -10.1771 -1.6182 4.4212  -0.71
70 C -9.2261 -0.9419 3.4268  -0.48
71 H -8.2555 -0.0254 6.7425  0.40
72 H -8.0708 -1.7326 6.2514  0.37
73 H -10.4994 -1.4528 6.5769  0.36
74 H -10.4774 0.0882 5.7161  0.30
75 H -9.9033 -2.6697 4.5358  0.29
76 H -11.2051 -1.5852 4.0631  0.36
77 H -8.8308 -1.6470 2.6996  0.42
78 H -9.7055 -0.1085 2.9129  0.15
79 O 4.9489 -4.4713 -1.5209  -0.68
80 S 5.2755 -4.9632 -2.8376  1.36
81 O 6.5290 -4.6492 -3.4758  -0.69
82 C 5.0362 -6.7354 -2.8584  -0.82
83 C 3.5734 -6.9146 -3.2512  -0.57
84 C 3.3187 -5.9110 -4.3823  -0.67
85 C 3.9217 -4.5691 -3.9495  -0.62
86 H 5.2758 -7.1489 -1.8813  0.40
87 H 5.7019 -7.1497 -3.6154  0.36
88 H 3.3666 -7.9375 -3.5633  0.36
89 H 2.9277 -6.6840 -2.4005  0.28
90 H 3.8097 -6.2583 -5.2941  0.29
91 H 2.2563 -5.8108 -4.6014  0.34
92 H 4.3089 -4.0055 -4.7946  0.35
93 H 3.2026 -3.9649 -3.3988  0.33
94 O -10.2007 1.6732 0.4544  -0.70
95 S -9.8995 3.0065 0.9215  1.38
96 O -10.0050 3.3594 2.3154  -0.71
97 C -8.2873 3.4766 0.3099  -0.35
98 C -8.5675 4.1121 -1.0459  -0.79
99 C -9.8006 5.0024 -0.8444  -0.63
100 C -10.8350 4.1834 -0.0629  -0.83
101 H -7.6460 2.6022 0.2483  0.17
102 H -7.8675 4.2035 1.0062  0.39
103 H -7.7106 4.6813 -1.4029  0.35
104 H -8.7887 3.3364 -1.7827  0.34
105 H -9.5201 5.8870 -0.2682  0.29
106 H -10.2096 5.3472 -1.7938  0.36
107 H -11.4319 4.8060 0.5993  0.35
108 H -11.4867 3.6194 -0.7283  0.36

Results
Frontier orbital gap in eV: 8.92
E_HOMO in eV: -8.553
SMILES string: C[C@H](O)CNCCO[C@H]1C[C@H](N=C=O)OC1=O.O=S1(=O)CCCC1.O=S1(=O)CCCC1.O=S1(=O)CCCC1.O=S1(=O)CCCC1.O=S1(=O)CCCC1
Calculated total energy in eV: -119884.444
E_LUMO in eV: 0.367

***

Entry 4:
A cluster of 3 separate species, C3H14NO2S2 in total in a non-equilibrium geometry. Source: the Open Molecules 2025 dataset; level of theory: wB97M-V/def2-TZVPD.

Last column: Mulliken charge in e.
Atoms and positions in Å:
1 N 0.5159 0.6277 -0.5432  -0.20
2 C 0.5012 -0.5652 0.4252  0.74
3 C 1.0291 -0.1279 1.7698  -1.60
4 C 1.2287 -1.7046 -0.2293  -1.13
5 S 0.2989 -3.3046 0.0538  -0.01
6 S -1.3254 -3.4093 -1.2121  -0.14
7 H 0.9625 1.4468 -0.1275  0.35
8 H 1.1661 0.5490 -1.3283  0.40
9 H -0.3178 0.9354 -1.0637  0.32
10 H -0.5708 -0.6963 0.5694  0.07
11 H 0.2895 0.4457 2.3237  0.40
12 H 1.2516 -0.9877 2.3968  0.42
13 H 1.9286 0.4911 1.7621  0.42
14 H 1.4006 -1.8835 -1.2922  0.43
15 H 2.1365 -2.0005 0.2493  0.38
16 H -1.9490 -2.2905 -0.8014  0.15
17 H -2.9134 0.6704 -0.5169  0.31
18 H -2.8546 0.6865 -2.0583  0.29
19 O -2.3267 0.5239 -1.2664  -0.61
20 H 0.1550 3.7392 -0.3980  0.31
21 H -0.5551 3.7013 0.9493  0.29
22 O -0.0517 3.1529 0.3378  -0.61

Results
Frontier orbital gap in eV: 8.66
E_HOMO in eV: -11.808
Net charge: +1
Calculated total energy in eV: -30587.177
E_LUMO in eV: -3.144
ΔE to the lowest compared entry with this formula, charge and spin in kcal per mole: 23.5

***

Q: What is the calculated total energy in the second record?
A: -85750.268 eV